Formula: C3H4F24K3O3P4
Source: OMol25
Level of theory: ωB97M-V with the def2-TZVPD basis set

Results
- Gap between HOMO and LUMO: 8.25 eV

Geometry as ORCA input:
```
! RIJCOSX wB97M-V def2-TZVPD def2/J DEFGRID3
* xyz -1 1
K 0.586 -1.413 -3.402
K -4.081 -1.424 -1.468
K -2.508 3.294 -1.744
P -0.929 0.219 -0.445
F -2.015 0.543 -1.663
F -2.177 -0.127 0.527
F -1.038 -1.378 -0.924
F 0.069 -0.208 0.712
F 0.286 0.430 -1.460
F -0.943 1.731 0.117
P 2.082 -4.149 -1.157
F 3.499 -4.633 -0.624
F 1.628 -5.672 -1.463
F 1.382 -4.241 0.287
F 0.657 -3.594 -1.769
F 2.484 -2.592 -0.850
F 2.667 -4.031 -2.684
P -2.059 0.892 -5.276
F -2.098 2.248 -4.352
F -1.811 1.737 -6.600
F -0.448 0.781 -5.059
F -2.072 -0.499 -6.142
F -2.238 0.001 -3.931
F -3.673 0.989 -5.417
P -1.392 -0.389 4.752
F -1.249 -0.491 6.369
F -1.576 -1.981 4.684
F -2.999 -0.206 4.937
F -1.552 -0.241 3.156
F -1.186 1.227 4.876
F 0.227 -0.567 4.580
C 1.738 2.662 1.373
C 1.517 1.956 2.718
O 2.873 1.702 3.115
C 3.713 2.482 2.447
O 4.871 2.622 2.646
O 3.061 3.165 1.465
H 1.091 3.516 1.151
H 1.607 2.009 0.507
H 0.941 1.055 2.525
H 1.066 2.573 3.489
*
```

Let us look at the Löwdin charges, expressed in e, one per atom: 0.914 0.955 0.957 0.174 -0.298 -0.177 -0.224 -0.087 -0.170 -0.166 0.144 -0.134 -0.166 -0.144 -0.266 -0.184 -0.200 0.166 -0.230 -0.121 -0.194 -0.167 -0.214 -0.162 0.141 -0.185 -0.161 -0.191 -0.176 -0.196 -0.179 -0.138 -0.077 0.090 -0.595 0.153 0.045 0.119 0.105 0.108 0.134

---

Formula: C21H22N2O4S
Source: OMol25
Level of theory: ωB97M-V with the def2-TZVPD basis set

Results
- SMILES: CCOc1ccc2nc(NC(=O)c3ccc(OC[C@@H]4CCCO4)cc3)sc2c1
- Relative energy (zero: lowest compared OMol25 entry of this formula, charge and spin): 36.1 kcal per mole
- Gap between HOMO and LUMO: 8.47 eV

Geometry as ORCA input:
```
! RIJCOSX wB97M-V def2-TZVPD def2/J DEFGRID3
* xyz 0 1
C -7.017 -3.566 0.913
C -6.637 -2.296 0.168
O -5.389 -1.862 0.673
C -4.826 -0.731 0.176
C -5.385 0.062 -0.831
C -4.744 1.199 -1.280
C -3.525 1.565 -0.726
N -2.776 2.655 -1.065
C -1.693 2.726 -0.386
N -0.837 3.782 -0.518
C 0.414 4.014 0.023
O 0.844 5.144 0.058
C 1.179 2.830 0.476
C 1.338 1.722 -0.350
C 2.125 0.655 0.039
C 2.765 0.671 1.277
O 3.531 -0.317 1.800
C 3.925 -1.442 1.045
C 5.336 -1.264 0.444
C 5.393 -0.270 -0.720
C 5.134 -1.172 -1.925
C 5.828 -2.464 -1.493
O 5.771 -2.511 -0.074
C 2.611 1.792 2.101
C 1.845 2.861 1.700
S -1.444 1.431 0.811
C -2.968 0.760 0.293
C -3.601 -0.377 0.743
H -7.972 -3.935 0.552
H -7.090 -3.364 1.978
H -6.257 -4.328 0.758
H -7.399 -1.521 0.328
H -6.559 -2.497 -0.909
H -6.332 -0.206 -1.273
H -5.177 1.809 -2.056
H -1.251 4.586 -0.980
H 0.855 1.698 -1.317
H 2.222 -0.180 -0.636
H 3.970 -2.276 1.752
H 3.204 -1.698 0.265
H 6.008 -0.976 1.262
H 6.393 0.160 -0.785
H 4.672 0.538 -0.616
H 4.065 -1.340 -2.061
H 5.544 -0.774 -2.849
H 6.881 -2.462 -1.802
H 5.349 -3.364 -1.889
H 3.115 1.793 3.053
H 1.742 3.729 2.332
H -3.180 -0.994 1.520
*
```

Let us look at the Löwdin charges, expressed in e, one per atom: -0.066 -0.266 -0.054 -0.269 -0.021 -0.009 -0.325 0.111 -0.567 0.123 -0.436 0.101 -0.221 -0.074 -0.017 -0.256 -0.019 -0.118 -0.299 -0.114 -0.149 -0.189 -0.097 0.018 -0.007 1.128 -0.452 -0.013 0.075 0.077 0.077 0.125 0.125 0.101 0.114 0.165 0.125 0.104 0.139 0.122 0.154 0.122 0.104 0.104 0.113 0.121 0.120 0.122 0.126 0.121

---

Formula: C3H4N4O
Source: OMol25
Level of theory: ωB97M-V with the def2-TZVPD basis set

Results
- SMILES: c1nc[nH]ncon1
- Relative energy (zero: lowest compared OMol25 entry of this formula, charge and spin): 131.5 kcal per mole
- Gap between HOMO and LUMO: 9.59 eV

Geometry as ORCA input:
```
! RIJCOSX wB97M-V def2-TZVPD def2/J DEFGRID3
* xyz 0 1
C -1.459 -1.023 -0.075
N -0.194 -1.569 -0.073
C 0.980 -0.896 0.142
N 1.537 0.348 0.187
N 0.947 1.455 -0.516
C -0.250 1.562 -0.061
O -0.656 0.746 0.874
N -1.954 0.060 0.375
H -2.356 -1.684 -0.386
H 1.949 -1.440 0.423
H 2.552 0.181 -0.218
H -1.096 2.260 -0.673
*
```

Let us look at the Löwdin charges, expressed in e, one per atom: -0.280 0.084 -0.165 -0.042 0.066 -0.312 -0.136 0.131 0.143 0.138 0.181 0.192

---

Formula: C39H31N5ORuS5
Source: OMol25
Level of theory: ωB97M-V with the def2-TZVPD basis set

Results
- Relative energy (zero: lowest compared OMol25 entry of this formula, charge and spin): 0.0 kcal per mole
- Expectation value of S²: 8.77
- Gap between HOMO and LUMO (spin up / spin down): 5.27 / 6.97 eV

Geometry as ORCA input:
```
! RIJCOSX wB97M-V def2-TZVPD def2/J DEFGRID3
* xyz -1 6
Ru 1.654 -1.146 0.947
C -3.302 3.535 -0.711
C -3.991 2.743 0.370
C -5.321 2.971 0.708
C -5.958 2.239 1.698
C -5.245 1.269 2.383
C -3.910 1.036 2.077
C -3.287 1.757 1.063
N -1.935 1.572 0.716
C -1.147 0.442 0.857
N -1.817 -0.724 0.772
C -1.385 -2.083 0.867
C -0.056 -2.429 1.086
C 0.202 -3.806 1.220
C -0.784 -4.772 1.077
C -2.087 -4.372 0.814
C -2.411 -3.028 0.716
C -3.840 -2.605 0.450
N 0.127 0.558 0.957
C 0.693 1.858 1.128
C 1.418 2.401 0.077
C 2.028 3.640 0.209
C 1.921 4.336 1.404
C 1.221 3.773 2.463
C 0.604 2.528 2.353
C -0.079 1.887 3.537
H -4.026 4.126 -1.272
H -2.771 2.878 -1.406
H -2.563 4.229 -0.294
H -5.872 3.736 0.168
H -6.998 2.432 1.937
H -5.718 0.697 3.173
H -3.344 0.303 2.640
H -1.410 2.394 0.467
H -2.777 -0.605 0.504
H 1.212 -4.134 1.445
H -0.545 -5.826 1.176
H -2.872 -5.112 0.693
H -4.488 -3.478 0.388
H -3.935 -2.059 -0.498
H -4.234 -1.961 1.245
H 1.517 1.821 -0.834
H 2.602 4.049 -0.615
H 2.404 5.299 1.523
H 1.174 4.294 3.415
H 0.226 2.379 4.463
H 0.187 0.829 3.608
H -1.170 1.955 3.468
S 2.218 -1.804 3.279
C 3.656 -0.871 3.089
S 3.725 -0.009 1.585
C 4.654 -0.830 4.014
C 4.581 -1.598 5.229
N 4.556 -2.207 6.204
C 5.821 -0.003 3.820
N 6.750 0.662 3.688
O 2.074 -1.120 -1.092
C 1.866 -1.055 -2.460
C 3.036 -0.290 -3.102
C 3.263 0.127 -4.382
C 4.516 0.796 -4.531
C 5.203 0.867 -3.355
S 4.345 0.125 -2.076
C 1.751 -2.489 -3.016
C 1.600 -3.614 -2.271
C 1.415 -4.796 -3.061
C 1.430 -4.537 -4.394
S 1.676 -2.868 -4.697
C 0.561 -0.295 -2.753
C 0.384 1.003 -3.127
C -0.992 1.385 -3.208
C -1.831 0.360 -2.900
S -0.961 -1.061 -2.518
H 2.556 -0.018 -5.192
H 4.879 1.204 -5.470
H 6.171 1.319 -3.175
H 1.607 -3.593 -1.191
H 1.279 -5.786 -2.641
H 1.329 -5.230 -5.220
H 1.214 1.671 -3.329
H -1.332 2.378 -3.487
H -2.914 0.350 -2.892
*
```

Let us look at the Löwdin charges, expressed in e, one per atom: 1.163 -0.033 -0.208 -0.052 -0.099 -0.087 -0.036 -0.201 0.152 -0.378 0.135 -0.239 -0.247 -0.174 -0.101 -0.068 -0.229 -0.047 0.052 -0.286 -0.039 -0.078 -0.090 -0.046 -0.214 -0.024 0.078 0.061 0.091 0.108 0.099 0.103 0.117 0.130 0.094 0.073 0.095 0.102 0.075 0.081 0.074 0.094 0.103 0.098 0.108 0.079 0.068 0.071 0.511 -1.173 0.515 -0.398 -0.266 0.128 -0.262 0.128 -0.404 -0.593 -0.470 -0.162 -0.196 -0.421 1.063 -0.471 -0.115 -0.180 -0.430 1.025 -0.440 -0.135 -0.196 -0.428 1.068 0.102 0.093 0.061 0.091 0.099 0.058 0.114 0.095 0.063